--- A ---
Formula: H10O5Rb
Source: the Open Molecules 2025 dataset
Level of theory: ωB97M-V with the def2-TZVPD basis set

The calculation puts the HOMO energy at -15.3 eV. The frontier orbital gap comes out at 0.42570 Ha.

ORCA input file:
```
! RIJCOSX wB97M-V def2-TZVPD def2/J DEFGRID3
* xyz 1 1
O -0.46 1.67 -1.36
H 0.06 -1.98 -0.44
Rb 0.67 0.75 1.37
H -1.12 1.49 -2.09
H -0.17 -1.05 -1.63
O -0.24 -1.48 3.07
O 0.36 -1.18 -0.86
H 0.34 -1.82 3.78
O 2.25 1.69 -0.60
H 1.87 2.33 -1.27
O -2.06 0.09 0.42
H 0.25 1.02 -1.51
H 2.62 0.94 -1.07
H -0.31 -2.15 2.37
H -2.08 -0.81 0.24
H -2.00 0.51 -0.43
*
```


--- B ---
Formula: H10O5Rb
Source: the Open Molecules 2025 dataset
Level of theory: ωB97M-V with the def2-TZVPD basis set

The calculation puts the HOMO energy at -14.3 eV. The frontier orbital gap comes out at 0.39605 Ha.

ORCA input file:
```
! RIJCOSX wB97M-V def2-TZVPD def2/J DEFGRID3
* xyz 1 1
O -2.67 -22.64 14.11
Rb -1.85 -18.66 12.33
O -3.58 -17.06 8.52
H -4.24 -17.30 9.16
H -3.97 -17.29 7.67
H 2.28 -18.78 14.79
O 1.86 -19.63 14.66
H -6.61 -19.14 10.41
H 2.59 -20.25 14.64
O 1.40 -15.86 11.44
H 2.17 -15.66 11.97
H -3.57 -22.75 14.43
O -6.13 -18.79 11.15
H -6.78 -18.30 11.65
H -2.23 -23.46 14.34
H 0.89 -15.05 11.45
*
```


Stability summary: most stable A, least stable B.


--- A ---
Formula: C2H2Cl2O2S
Source: the Open Molecules 2025 dataset
Level of theory: ωB97M-V with the def2-TZVPD basis set

The calculation puts the HOMO energy (alpha / beta) at -9.6 / -10.4 eV. The frontier orbital gap (alpha / beta) comes out at 0.31152 / 0.32146 Ha.

ORCA input file:
```
! RIJCOSX wB97M-V def2-TZVPD def2/J DEFGRID3
* xyz 0 1
H -2.25 1.11 -0.88
Cl 0.61 2.11 0.80
O 0.58 -1.96 0.84
C -1.74 0.20 -0.81
C -0.07 0.63 0.45
S 1.16 -0.67 0.55
O 2.19 -0.14 1.40
H -2.22 -0.75 -0.91
Cl 1.74 -0.53 -1.42
*
```


--- B ---
Formula: C2H2Cl2O2S
Source: the Open Molecules 2025 dataset
Level of theory: ωB97M-V with the def2-TZVPD basis set

As for the structure (SMILES): O=S(=O)(Cl)/C=C/Cl. The calculation puts the HOMO energy at -10.7 eV. The frontier orbital gap comes out at 0.37578 Ha.

ORCA input file:
```
! RIJCOSX wB97M-V def2-TZVPD def2/J DEFGRID3
* xyz 0 1
C -1.26 0.45 -0.19
Cl 1.51 1.57 0.34
S 1.21 -0.43 -0.06
O 1.43 -0.59 -1.50
H -0.81 1.38 -0.71
C -0.52 -0.53 0.40
O 2.10 -1.14 0.76
Cl -2.91 0.66 0.03
H -0.76 -1.37 0.93
*
```


Stability summary: most stable B, least stable A.


--- A ---
Formula: C3H7NS2
Source: the Open Molecules 2025 dataset
Level of theory: ωB97M-V with the def2-TZVPD basis set

As for the structure (SMILES): CSC/C=N\S. The calculation puts the HOMO energy at -8.9 eV. The frontier orbital gap comes out at 0.35458 Ha.

ORCA input file:
```
! RIJCOSX wB97M-V def2-TZVPD def2/J DEFGRID3
* xyz 0 1
C -1.05 1.21 -0.01
H -0.64 2.27 -0.10
N -2.30 1.11 0.02
C 2.38 -0.80 -0.05
S -2.92 -0.45 -0.03
C -0.08 0.18 0.25
H -4.12 0.08 -0.49
H -0.28 -0.33 1.26
S 1.58 0.75 -0.06
H 3.39 -0.48 -0.64
H -0.20 -0.73 -0.45
H 2.61 -1.26 1.01
H 1.63 -1.56 -0.72
*
```


--- B ---
Formula: C3H7NS2
Source: the Open Molecules 2025 dataset
Level of theory: ωB97M-V with the def2-TZVPD basis set

As for the structure (SMILES): NC1CSSC1. The calculation puts the HOMO energy at -7.9 eV. The frontier orbital gap comes out at 0.31362 Ha.

ORCA input file:
```
! RIJCOSX wB97M-V def2-TZVPD def2/J DEFGRID3
* xyz 0 1
H 0.00 -1.83 -0.36
H -0.59 2.19 -0.59
H 0.30 1.02 0.53
S 1.28 0.99 -1.75
N -2.03 -0.15 0.47
S 0.80 -0.96 -2.41
C -0.12 1.11 -0.49
H -1.85 0.46 -1.57
H -1.20 -1.91 -1.51
H -2.60 0.67 0.55
H -1.40 -0.27 1.26
C -0.46 -1.21 -1.12
C -1.19 0.03 -0.73
*
```


--- C ---
Formula: C3H7NS2
Source: the Open Molecules 2025 dataset
Level of theory: ωB97M-V with the def2-TZVPD basis set

As for the structure (SMILES): SCC/C=N/S. The calculation puts the HOMO energy at -8.8 eV. The frontier orbital gap comes out at 0.34850 Ha.

ORCA input file:
```
! RIJCOSX wB97M-V def2-TZVPD def2/J DEFGRID3
* xyz 0 1
S 0.96 -0.13 -3.36
N 0.66 0.71 -1.82
C -0.83 -0.28 1.25
H 0.69 1.27 0.62
H 1.28 -0.30 0.76
S -1.07 0.21 2.88
H 0.75 0.89 -4.06
H -1.83 -0.16 0.78
H -0.72 -1.47 1.28
H -0.45 -0.84 -1.21
C 0.10 -0.01 -0.97
H 0.09 -0.16 3.37
C 0.37 0.27 0.48
*
```


Stability summary: most stable B, least stable A.


--- A ---
Formula: C9H11N2
Source: the Open Molecules 2025 dataset
Level of theory: ωB97M-V with the def2-TZVPD basis set

The calculation puts the HOMO energy at -12.9 eV. The frontier orbital gap comes out at 0.23918 Ha.

ORCA input file:
```
! RIJCOSX wB97M-V def2-TZVPD def2/J DEFGRID3
* xyz 1 1
H -1.74 -0.40 0.81
N 2.28 -2.99 -0.61
C -1.62 0.58 0.38
H 0.42 -1.23 1.30
H 0.64 2.50 -1.33
H 3.18 -3.00 -1.07
C 0.67 0.05 -0.38
H 0.06 -1.95 -0.28
H 1.52 0.35 -0.97
H 1.43 -3.69 1.22
H -3.29 3.49 -0.01
N 2.09 -1.87 0.24
C -0.28 2.23 -0.85
C -1.30 3.13 -0.73
H 3.21 -3.32 1.34
C 0.76 -1.28 0.26
C 2.28 -3.16 0.81
H -3.58 1.24 0.93
H -1.20 4.13 -1.14
C -2.49 2.77 -0.09
C -0.40 0.92 -0.28
C -2.64 1.50 0.46
*
```


--- B ---
Formula: C9H11N2
Source: the Open Molecules 2025 dataset
Level of theory: ωB97M-V with the def2-TZVPD basis set

The calculation puts the HOMO energy (alpha / beta) at -12.1 / -12.1 eV. The frontier orbital gap (alpha / beta) comes out at 0.20992 / 0.21009 Ha.

ORCA input file:
```
! RIJCOSX wB97M-V def2-TZVPD def2/J DEFGRID3
* xyz 1 1
H 1.55 3.72 0.50
H -1.59 -2.52 2.12
C -1.21 -1.40 1.78
H -2.12 -0.81 1.58
H 1.60 -1.15 1.41
H 0.80 3.83 -1.98
C 0.63 0.74 -1.32
N -0.34 -1.56 0.62
C 1.20 2.80 -0.04
H 0.26 1.72 -3.22
C -2.02 -2.48 -0.69
C 0.97 -1.00 0.46
H -0.64 -0.88 2.65
H 1.55 -1.58 -0.44
H -2.25 -2.79 -1.71
C 0.90 0.37 -0.07
H 1.54 1.65 1.66
C 0.86 2.89 -1.36
N -0.87 -1.88 -0.52
C 0.49 1.80 -2.11
C 1.24 1.59 0.59
H -2.55 -3.06 0.09
*
```


Stability summary: most stable A, least stable B.


--- A ---
Formula: C2H3ClO2
Source: the Open Molecules 2025 dataset
Level of theory: ωB97M-V with the def2-TZVPD basis set

The calculation puts the HOMO energy at -9.5 eV. The frontier orbital gap comes out at 0.35748 Ha.

ORCA input file:
```
! RIJCOSX wB97M-V def2-TZVPD def2/J DEFGRID3
* xyz 0 1
O 2.50 0.99 -1.57
H 1.51 1.28 0.19
O -2.71 -0.86 0.96
H 2.22 -0.24 0.18
H -3.31 -1.30 0.27
Cl -0.84 -0.14 -0.56
C -1.53 -0.43 0.99
C 2.17 0.70 -0.45
*
```


--- B ---
Formula: C2H3ClO2
Source: the Open Molecules 2025 dataset
Level of theory: ωB97M-V with the def2-TZVPD basis set

As for the structure (SMILES): O[C@@]1(Cl)CO1. The calculation puts the HOMO energy at -9.9 eV. The frontier orbital gap comes out at 0.38936 Ha.

ORCA input file:
```
! RIJCOSX wB97M-V def2-TZVPD def2/J DEFGRID3
* xyz 0 1
C 0.30 -0.51 -0.32
H 0.57 -1.56 -0.23
O 1.15 0.61 -0.33
Cl 1.95 0.04 2.05
H -0.14 2.18 1.33
C 0.67 0.42 0.98
O -0.41 1.21 1.33
H -0.72 -0.48 -0.57
*
```


Stability summary: most stable B, least stable A.


--- A ---
Formula: C5H14N2
Source: the Open Molecules 2025 dataset
Level of theory: ωB97M-V with the def2-TZVPD basis set

The calculation puts the HOMO energy (alpha / beta) at -2.0 / -1.7 eV. The expectation value of S² is 0.759. The frontier orbital gap (alpha / beta) comes out at 0.22844 / 0.21443 Ha.

ORCA input file:
```
! RIJCOSX wB97M-V def2-TZVPD def2/J DEFGRID3
* xyz -1 2
H 0.99 -0.74 1.98
H -1.97 1.81 0.44
H -0.10 0.82 1.51
N -1.40 -1.18 0.17
H -2.23 -0.22 1.93
H 0.13 -1.07 -0.26
C 0.91 -0.29 0.00
C -1.72 0.01 -0.72
H -2.77 0.12 -0.67
H 2.53 0.67 -0.79
H -0.95 2.21 -0.94
H 1.75 -1.89 0.89
H 0.93 1.84 0.35
H 1.15 0.70 -1.65
C 1.80 -0.08 -1.17
C -1.16 1.36 -0.21
H 2.27 -0.84 -1.76
H -1.43 -0.16 -1.78
H -2.01 -0.91 1.14
C 0.16 0.99 0.50
N 1.65 -0.86 1.14
*
```


--- B ---
Formula: C5H14N2
Source: the Open Molecules 2025 dataset
Level of theory: ωB97M-V with the def2-TZVPD basis set

The calculation puts the HOMO energy (alpha / beta) at -1.4 / -1.0 eV. The expectation value of S² is 0.758. The frontier orbital gap (alpha / beta) comes out at 0.18159 / 0.13639 Ha.

ORCA input file:
```
! RIJCOSX wB97M-V def2-TZVPD def2/J DEFGRID3
* xyz -1 2
H -3.01 1.21 2.51
H 1.53 0.13 -2.28
C 1.51 0.08 -0.08
H -1.49 0.94 -0.70
H 3.67 -0.39 -0.13
C 3.05 0.43 0.20
H 3.22 1.19 -0.59
H 3.26 1.02 1.09
N -1.40 -1.12 -1.00
H -2.52 -0.86 1.49
H -0.35 -0.80 -1.13
C -2.10 0.11 1.15
H -1.29 -1.82 -0.26
H -0.97 0.16 1.39
H -3.11 0.00 -0.69
C 1.18 -0.45 -1.43
H 1.35 -0.64 0.74
H 1.42 -1.52 -1.51
H 0.90 0.98 0.09
C -2.06 0.06 -0.38
N -2.79 1.29 1.52
*
```


--- C ---
Formula: C5H14N2
Source: the Open Molecules 2025 dataset
Level of theory: ωB97M-V with the def2-TZVPD basis set

The calculation puts the HOMO energy (alpha / beta) at 1.3 / -5.2 eV. The expectation value of S² is 0.750. The frontier orbital gap (alpha / beta) comes out at 0.08902 / 0.32459 Ha.

ORCA input file:
```
! RIJCOSX wB97M-V def2-TZVPD def2/J DEFGRID3
* xyz -1 2
C -0.73 -1.31 -1.31
H 0.80 1.41 -0.61
H 2.39 3.27 -0.24
H 2.71 1.99 0.91
C 0.65 2.08 0.24
C 0.00 1.29 1.37
H 0.62 0.44 1.65
N -0.53 -1.85 -0.09
C -1.61 -2.36 0.73
H -0.95 0.87 1.05
H -1.27 -3.24 1.29
H -0.16 -0.60 -2.95
H -1.79 -1.11 -1.51
H 1.86 3.45 1.43
C 1.97 2.74 0.61
H 0.43 -2.02 0.15
H -0.15 1.90 2.26
N 0.22 -1.03 -2.12
H -1.99 -1.63 1.45
H -2.44 -2.68 0.10
H -0.04 2.84 -0.13
*
```


--- D ---
Formula: C5H14N2
Source: the Open Molecules 2025 dataset
Level of theory: ωB97M-V with the def2-TZVPD basis set

The calculation puts the HOMO energy (alpha / beta) at 1.5 / -4.8 eV. The expectation value of S² is 0.750. The frontier orbital gap (alpha / beta) comes out at 0.09292 / 0.32715 Ha.

ORCA input file:
```
! RIJCOSX wB97M-V def2-TZVPD def2/J DEFGRID3
* xyz -1 2
C 1.05 -2.19 -0.18
H -2.14 1.64 -2.17
N -1.98 0.92 -1.47
C -0.58 -0.36 0.03
H -0.25 3.01 -0.74
H 2.37 -0.60 1.57
H -2.62 1.11 -0.72
C 1.29 -0.59 1.61
C -0.20 2.09 -0.15
H 0.22 -2.86 0.11
H -1.08 -0.20 0.98
N 0.79 -0.82 0.23
H 0.84 1.97 0.16
H -1.16 -1.14 -0.47
H -0.85 2.24 0.72
H 0.08 0.63 -1.72
H 1.12 -2.26 -1.28
H 0.80 -1.31 2.28
H 0.92 0.39 1.91
C -0.63 0.84 -0.94
H 2.00 -2.51 0.23
*
```


Stability summary: most stable C, least stable A.


--- A ---
Formula: C2H8N2O
Source: the Open Molecules 2025 dataset
Level of theory: ωB97M-V with the def2-TZVPD basis set

As for the structure (SMILES): C=O.NCN. The calculation puts the HOMO energy at -9.0 eV. The frontier orbital gap comes out at 0.33222 Ha.

ORCA input file:
```
! RIJCOSX wB97M-V def2-TZVPD def2/J DEFGRID3
* xyz 0 1
N -1.49 -0.44 0.92
H -1.67 -1.87 -0.50
H -0.01 -1.34 -0.19
H 3.17 -0.02 0.68
H -0.85 0.31 1.27
O 1.48 1.26 0.92
H -2.40 -0.01 0.90
C 2.27 0.57 0.19
N -0.95 -0.27 -1.60
H -1.97 -0.15 -1.89
H 2.08 0.21 -0.85
C -1.04 -1.05 -0.31
H -0.49 0.65 -1.35
*
```


--- B ---
Formula: C2H8N2O
Source: the Open Molecules 2025 dataset
Level of theory: ωB97M-V with the def2-TZVPD basis set

As for the structure (SMILES): N/C=C/N.O. The calculation puts the HOMO energy at -8.0 eV. The frontier orbital gap comes out at 0.33248 Ha.

ORCA input file:
```
! RIJCOSX wB97M-V def2-TZVPD def2/J DEFGRID3
* xyz 0 1
N 1.13 0.73 0.65
H -0.75 -2.37 -1.96
H 0.29 -1.65 0.08
H 0.46 1.11 1.30
C 0.14 -0.96 -0.74
C 0.58 0.29 -0.58
H 0.04 -1.16 -2.76
N -0.47 -1.40 -1.92
H 2.02 1.18 0.60
H -1.59 1.58 1.68
O -1.33 1.30 2.57
H -1.09 0.37 2.51
H 0.57 0.97 -1.42
*
```


Stability summary: most stable B, least stable A.


--- A ---
Formula: C2H8N2O
Source: the Open Molecules 2025 dataset
Level of theory: ωB97M-V with the def2-TZVPD basis set

As for the structure (SMILES): [H]/N=C/N.CO. The calculation puts the HOMO energy at -8.5 eV. The frontier orbital gap comes out at 0.34489 Ha.

ORCA input file:
```
! RIJCOSX wB97M-V def2-TZVPD def2/J DEFGRID3
* xyz 0 1
H 0.04 -0.90 -1.37
H -2.52 -0.59 -0.20
H 0.82 0.22 2.29
O -0.92 -1.09 -1.34
C 0.97 0.69 0.26
H -1.58 0.79 -0.75
H 0.82 1.75 0.45
H -0.86 -0.37 0.74
H 0.91 -1.09 1.24
C -1.49 -0.24 -0.38
N 0.63 -0.13 1.36
N 1.51 0.15 -0.77
H 1.68 0.80 -1.53
*
```


--- B ---
Formula: C2H8N2O
Source: the Open Molecules 2025 dataset
Level of theory: ωB97M-V with the def2-TZVPD basis set

As for the structure (SMILES): C/N=C\N.O. The calculation puts the HOMO energy at -9.1 eV. The frontier orbital gap comes out at 0.35814 Ha.

ORCA input file:
```
! RIJCOSX wB97M-V def2-TZVPD def2/J DEFGRID3
* xyz 0 1
H 0.62 -3.41 2.88
H 0.79 0.15 -1.74
H -0.11 -2.99 1.64
C -0.76 1.52 -1.32
H -1.49 2.02 -1.94
N -0.77 1.67 -0.06
H 1.28 1.14 0.13
H -0.20 0.42 -3.01
H 0.34 1.36 1.65
O -0.22 -3.49 2.45
H 0.11 -0.10 0.78
C 0.34 0.97 0.63
N 0.05 0.73 -2.09
*
```


--- C ---
Formula: C2H8N2O
Source: the Open Molecules 2025 dataset
Level of theory: ωB97M-V with the def2-TZVPD basis set

As for the structure (SMILES): C/N=C\N.O. The calculation puts the HOMO energy at -9.4 eV. The frontier orbital gap comes out at 0.37587 Ha.

ORCA input file:
```
! RIJCOSX wB97M-V def2-TZVPD def2/J DEFGRID3
* xyz 0 1
H 1.02 -1.68 0.11
C 1.10 -0.63 0.09
H -2.10 -0.92 -0.23
H 3.24 -0.32 0.61
H -2.74 -0.76 -1.63
H 0.49 1.85 0.98
H -1.04 1.74 0.12
H 2.32 1.00 0.52
O -2.98 -0.96 -0.70
N 0.00 -0.06 0.17
H 0.20 1.97 -0.83
C -0.03 1.48 0.10
N 2.29 0.01 0.52
*
```


Stability summary: most stable B, least stable A.